# H2INO2S

A cluster of 2 separate species, H2INO2S in total at a distorted geometry (ωB97M-V/def2-TZVPD, the Open Molecules 2025 dataset).

Properties
HOMO level (spin up / spin down) ... -10.5 / -10.7 eV
Kohn-Sham gap (spin up / spin down) ... 9.475 / 6.936 eV

Atoms and positions in Å:
N1 -0.5075 1.3415 0.1838
O1 -2.5954 -1.8230 -0.8855
O2 -4.1600 -2.1849 1.0027
S1 -3.9253 -1.7304 -0.3126
I1 -4.5534 0.6397 0.0243
H1 -1.5089 1.5581 0.2674
H2 -0.5540 0.4396 0.5305

***

# C20H57N5O6

A cluster of 6 separate species, C20H57N5O6 in total at a distorted geometry (ωB97M-V/def2-TZVPD, the Open Molecules 2025 dataset).

Properties
HOMO level ... -8.2 eV
SMILES string ... COC[C@H](C)N.COC[C@H](C)N.COC[C@H](C)N.COC[C@H](C)N.COC[C@H](C)N.O
Kohn-Sham gap ... 8.936 eV

Atoms and positions in Å:
C1 0.8445 14.2250 30.1453
O1 0.6753 13.6541 28.8888
C2 -0.5912 13.9479 28.2417
C3 -0.8202 13.1401 26.9501
C4 0.2215 13.2914 25.9585
N1 -2.1281 13.4043 26.3434
H1 0.0637 13.7543 30.7426
H2 0.7568 15.3112 30.1713
H3 1.7508 13.9631 30.6912
H4 -1.3590 13.7811 28.9973
H5 -0.6045 15.0119 28.0051
H6 -0.7998 12.0827 27.2138
H7 0.0535 12.7359 25.0359
H8 1.2230 13.0910 26.3392
H9 0.1167 14.3598 25.7693
H10 -2.1955 12.9645 25.4367
H11 -2.9306 12.9478 26.7530
C5 0.9959 10.7897 20.2062
O2 0.0983 11.7151 20.8926
C6 -0.1644 11.3806 22.2669
C7 -1.5442 12.0638 22.7834
C8 -1.8093 13.6534 22.7265
N2 -1.8915 11.5593 24.1397
H12 0.9754 11.0857 19.1574
H13 0.8715 9.7082 20.2605
H14 1.9478 11.1308 20.6132
H15 -0.2100 10.2971 22.3766
H16 0.7121 11.6679 22.8477
H17 -2.3393 11.6766 22.1462
H18 -0.9293 14.2097 23.0493
H19 -2.5582 13.9022 23.4784
H20 -1.9591 13.9721 21.6949
H21 -2.8941 11.4953 24.2430
H22 -1.5297 10.6288 24.2926
C9 -5.3067 15.5075 19.6214
O3 -4.9339 14.4285 20.5009
C10 -5.9415 13.5464 20.8482
C11 -5.4219 12.3794 21.8060
C12 -6.3452 11.1991 22.0264
N3 -5.0742 12.9851 23.0319
H23 -4.6534 16.3767 19.5450
H24 -6.2937 15.8641 19.9160
H25 -5.4832 15.1583 18.6040
H26 -6.6775 14.0486 21.4761
H27 -6.5415 13.2774 19.9788
H28 -4.4863 12.0480 21.3554
H29 -6.4589 10.5646 21.1474
H30 -7.2205 11.4798 22.6122
H31 -5.7734 10.4749 22.6068
H32 -5.9722 13.3545 23.3099
H33 -4.5533 13.8412 22.9062
C13 -3.0798 12.5990 32.2403
O4 -3.8954 11.9115 31.3410
C14 -4.2262 12.4840 30.1504
C15 -4.8614 11.5408 29.1743
C16 -4.0053 10.2385 29.0699
N4 -4.8171 12.0418 27.8429
H34 -2.2359 13.0054 31.6828
H35 -2.7134 11.8833 32.9763
H36 -3.7008 13.3718 32.6931
H37 -4.9234 13.2787 30.4161
H38 -3.3847 13.0564 29.7601
H39 -5.8218 11.3360 29.6472
H40 -4.2562 9.6326 28.1992
H41 -4.0733 9.6135 29.9602
H42 -2.9692 10.5351 28.9067
H43 -5.5758 11.5982 27.3451
H44 -5.1957 12.9778 27.8682
C17 -2.6413 8.3034 25.1454
O5 -1.7099 8.1558 24.0867
C18 -2.0469 7.1610 23.1095
C19 -2.6240 7.8728 21.7821
C20 -3.7258 8.9145 22.0852
N5 -3.2663 6.9036 20.8932
H45 -3.5923 8.6228 24.7192
H46 -2.3780 9.0690 25.8753
H47 -2.6637 7.3265 25.6284
H48 -1.1231 6.7080 22.7497
H49 -2.5716 6.3152 23.5539
H50 -1.9043 8.2886 21.0770
H51 -3.2930 9.8517 22.4350
H52 -4.4239 8.6244 22.8705
H53 -4.2393 9.2525 21.1851
H54 -3.9585 6.3232 21.3449
H55 -2.5629 6.2259 20.6361
O6 -4.7524 10.8308 25.1956
H56 -5.0895 11.5817 24.7070
H57 -4.2989 11.2162 25.9452

***

# C28H18Cl5CrNOS

A structure of composition C28H18Cl5CrNOS (ωB97M-V/def2-TZVPD, the Open Molecules 2025 dataset).

Properties
2S+1 ... 4
Net charge ... -1
HOMO level (spin up / spin down) ... -3.4 / -4.1 eV
Expectation value of S² ... 3.9641
Kohn-Sham gap (spin up / spin down) ... 5.531 / 6.296 eV

Atoms and positions in Å:
Cr1 -1.4293 1.1724 0.6525
C1 -3.2492 2.1414 3.1109
C2 -2.3838 1.0447 3.1511
C3 -1.0270 1.2468 3.3922
C4 -0.5463 2.5394 3.6196
C5 -1.4125 3.6156 3.5985
C6 -2.7686 3.4163 3.3412
H1 -4.2930 1.9804 2.8779
H2 -2.7778 0.0441 3.0420
H3 -0.3555 0.4050 3.4800
H4 0.5100 2.6889 3.8012
H5 -1.0367 4.6164 3.7713
H6 -3.4411 4.2636 3.2981
Cl1 -1.0217 4.1115 0.1147
C7 -0.7780 3.1881 -1.3591
C8 -0.9545 1.8217 -1.2493
C9 -0.7414 1.0909 -2.4102
Cl2 -0.9445 -0.6281 -2.3531
C10 -0.3685 1.6910 -3.6098
Cl3 -0.0948 0.7442 -5.0281
C11 -0.2084 3.0765 -3.6710
Cl4 0.2480 3.8400 -5.1513
C12 -0.4172 3.8435 -2.5286
Cl5 -0.2262 5.5596 -2.5772
N1 -3.0397 0.6174 0.2746
C13 -4.0050 -0.1298 -0.2735
C14 -3.8771 -1.5335 -0.4327
C15 -4.8966 -2.2871 -0.9793
C16 -6.0952 -1.7037 -1.3833
C17 -6.2428 -0.3287 -1.2262
C18 -5.2325 0.4460 -0.6886
H7 -2.9482 -1.9982 -0.1248
H8 -4.7551 -3.3568 -1.0933
H9 -6.8873 -2.3025 -1.8142
H10 -7.1641 0.1521 -1.5384
H11 -5.3544 1.5175 -0.5830
C19 7.1975 -4.6891 -1.8781
C20 6.3087 -4.4436 -0.6915
O1 5.3562 -5.1098 -0.4122
S1 6.8201 -3.0076 0.3103
C21 5.2475 -2.1973 0.4916
C22 4.2389 -2.7308 1.2863
C23 3.0241 -2.0770 1.3893
C24 2.7943 -0.8693 0.7194
C25 3.8279 -0.3376 -0.0608
C26 5.0377 -0.9968 -0.1787
C27 1.5387 -0.1970 0.8140
C28 0.4618 0.3765 0.8419
H12 6.9682 -5.6548 -2.3229
H13 8.2464 -4.6334 -1.5831
H14 7.0248 -3.8908 -2.6010
H15 4.4065 -3.6609 1.8106
H16 2.2322 -2.4949 1.9964
H17 3.6591 0.5931 -0.5857
H18 5.8257 -0.5853 -0.7967

***

Per-record ΔE to the lowest compared entry with this formula, charge and spin, kJ/mol: 286.7, 358.9, 101.2